16
Properties=species:S:1:pos:R:3:forces:R:3 method="wB97M-V/def2-TZVPD" largest_force_ev_per_a=0.99 smiles=CC.CC total_charge=0 gap_ev=12.783 homo_ev=-11.663
H 0.912456 0.811833 -2.418969 -0.102 0.162 -0.825
H 1.020700 0.846012 -0.763319 0.015 0.353 0.178
H -0.879549 1.969208 -0.383622 -0.421 0.416 -0.157
H -1.428477 1.773574 -2.077078 0.305 -0.924 0.184
C -0.692578 -1.758143 1.973283 -0.609 -0.275 0.467
C 0.521966 -1.837338 1.051339 0.048 0.707 0.628
H 0.400622 -2.483525 0.190694 -0.244 0.096 -0.223
C -0.607568 2.100047 -1.431186 -0.421 0.429 -0.309
C 0.778385 1.503361 -1.604440 0.372 -0.517 0.411
H 0.705758 -0.800672 0.752031 0.368 -0.340 -0.374
H 1.407931 -2.185340 1.583721 -0.028 -0.024 0.014
H -1.347240 -0.908379 1.748626 0.004 -0.308 -0.352
H -0.435546 -1.586901 3.016827 0.412 -0.012 0.072
H 1.535411 2.291922 -1.642282 -0.015 -0.268 -0.095
H -0.614852 3.145623 -1.731929 0.273 0.362 0.597
H -1.295837 -2.672358 1.995811 0.044 0.143 -0.216

---

59
Properties=species:S:1:pos:R:3:forces:R:3 method="wB97M-V/def2-TZVPD" largest_force_ev_per_a=1.82 total_charge=0 gap_ev=7.645 homo_ev=-8.434
H -4.831671 -1.197557 0.293030 -0.043 0.034 -0.040
C -2.212373 0.046723 -1.563591 -0.749 -0.268 0.278
N -0.325644 0.391018 -2.836500 0.105 0.065 -0.047
H -0.158027 1.415763 3.293417 -0.006 -0.010 -0.016
H 2.036507 -4.219976 1.802478 0.011 0.019 0.036
C 2.880012 -2.085405 4.162233 0.007 -0.031 0.045
C -5.344504 1.481106 0.855029 -0.016 0.030 0.087
H 5.342227 2.152910 -3.806097 -0.005 -0.040 0.006
Pd 0.248045 -1.734554 -1.390191 -1.323 1.254 0.079
C 0.932578 -1.741276 0.961759 -0.155 -0.277 0.081
Br -2.707075 -2.666208 -0.765550 -0.084 -0.394 0.037
C 1.416979 -1.503512 2.343420 -0.031 0.000 -0.194
C 2.490877 -0.962585 4.879892 0.023 0.005 0.007
C -0.091835 0.586805 2.589024 0.125 -0.096 0.028
C 2.506377 0.807238 -2.559731 0.001 0.065 -0.039
C 1.950363 0.279646 -3.722490 0.144 0.056 0.073
H 4.138018 1.861298 -1.649783 -0.021 -0.003 -0.031
H 3.607151 -2.766168 4.593224 -0.013 0.031 0.001
H 1.186330 0.728060 4.875458 0.011 -0.012 -0.013
H 0.183861 -0.326476 -4.749139 -0.105 0.143 -0.133
H 4.415354 1.146015 -5.880040 -0.005 -0.015 0.024
H 3.340202 -4.271961 3.002663 0.019 -0.002 -0.025
H -5.261542 0.929409 1.785350 0.005 0.024 -0.044
C 3.890469 1.067022 -4.936694 0.111 0.059 0.108
H 1.623638 -0.872387 -5.909979 0.025 -0.034 0.012
H -4.702794 1.146390 -2.449165 -0.014 0.044 0.042
H 2.542853 0.108673 6.752439 0.000 -0.021 -0.017
H 3.174039 -1.541839 6.842883 -0.017 0.029 -0.039
H -1.068913 0.106213 2.528039 0.026 -0.035 -0.005
H -0.646535 1.306053 -3.127855 -0.148 -0.048 -0.080
H -5.681651 3.414090 -2.460768 0.000 -0.002 0.013
H -6.245579 3.188965 1.779828 -0.002 -0.010 -0.032
H 3.559299 -3.444895 1.450220 -0.035 0.010 0.020
O 2.289912 -0.199084 -6.082584 -0.042 0.116 0.146
C 4.403978 1.612478 -3.773264 -0.004 0.039 0.005
C -3.143463 -0.838533 -0.836552 0.739 0.334 -0.405
C 2.849632 -3.653262 2.251860 -0.039 0.132 -0.012
H 0.114509 0.983294 1.596275 0.060 -0.011 0.029
C 2.366399 -2.378106 2.906926 0.071 -0.197 0.024
C -6.011938 3.457124 -0.339718 0.021 -0.051 -0.020
C 0.970385 -0.384381 3.065645 -0.115 0.196 0.137
H -6.450467 4.446753 -0.344512 0.010 -0.015 -0.012
C -5.011290 1.610117 -1.518288 -0.039 0.075 -0.066
H 4.131532 -0.272853 6.090219 -0.041 -0.015 -0.028
C -4.874566 0.905875 -0.324807 0.163 -0.222 0.085
C -5.900032 2.750899 0.851739 0.023 -0.019 -0.048
O -0.102767 -1.136201 0.496361 0.316 -0.510 0.332
C 0.592731 -0.382765 -3.732305 -0.445 -0.434 0.193
C 2.687804 0.375210 -4.901293 -0.002 -0.215 -0.249
N -1.182201 -0.399341 -2.160795 0.964 0.061 0.286
C 3.113341 -0.649736 6.216445 -0.048 -0.020 -0.043
C 3.725444 1.462494 -2.567723 0.021 -0.018 -0.109
H 1.959940 0.711288 -1.633479 -0.113 -0.004 0.108
O 1.519075 -2.535230 0.173139 0.386 0.153 -0.301
C -5.574752 2.880315 -1.525012 0.011 -0.046 0.041
H -2.436365 1.110071 -1.576224 -0.157 -0.016 -0.183
C 1.524340 -0.140871 4.320755 -0.017 0.062 -0.018
C -4.282305 -0.454747 -0.274658 -0.459 0.462 0.220
O 0.534087 -1.709406 -3.360963 0.899 -0.406 -0.336

---

32
Properties=species:S:1:pos:R:3:forces:R:3 method="wB97M-V/def2-TZVPD" largest_force_ev_per_a=3.45 total_charge=0 gap_ev="8.391 / 5.826" homo_ev="-7.715 / -6.164"
N -0.048280 1.493985 1.031362 -1.193 -0.225 -1.288
C 2.079950 -1.731927 -1.148243 -1.282 0.933 0.472
C 2.066135 0.655635 -1.832442 1.384 2.001 -0.186
H 1.494913 -1.768232 -2.004127 -1.086 -0.583 -1.812
H 3.619854 -0.232458 0.791040 -0.155 0.037 -0.292
N 2.208710 1.580011 -2.551909 -0.775 -1.615 0.864
H -2.878495 0.757462 1.369823 0.136 0.122 -1.518
C -0.534688 0.694372 -0.011541 1.258 -0.012 1.632
C -1.487229 -0.471673 0.187307 0.168 -0.174 -1.823
H -0.415574 1.068777 -1.004559 0.015 0.311 -0.349
H 2.061946 -0.598733 1.443793 -0.133 0.307 -1.243
H 1.582171 -2.290994 -0.399299 -0.943 -0.290 1.074
C -1.494337 -1.119970 -1.244506 -3.126 -1.452 -0.152
H -2.073890 -2.075871 1.489761 -1.079 -0.465 0.373
H 0.673082 3.558643 1.474132 -0.650 -0.966 -0.812
C 0.205269 2.955771 0.634547 1.098 -1.243 1.111
H -3.088836 0.631282 -0.508809 -1.208 0.695 -0.251
H -0.621259 -1.714915 -1.621239 -0.791 0.727 0.745
H -0.429676 1.125728 1.910722 0.389 1.330 -0.144
C 2.549741 0.002993 0.626910 0.817 1.320 0.954
H 2.465356 1.081601 0.969199 -0.113 -1.224 -0.768
H -0.724350 3.457183 0.309277 0.572 -0.307 -0.121
C -2.897527 0.140089 0.414619 0.893 -1.123 2.859
C -1.218031 -1.492207 1.289080 2.463 0.385 -0.960
H -3.566853 -0.668786 0.802318 -0.018 0.482 -1.340
H 1.008862 2.830203 -0.151635 -1.221 0.612 0.540
C 2.181591 -0.296749 -0.813174 -0.429 -0.307 1.590
H -0.402608 -2.231862 1.010462 -0.685 1.095 0.423
H -1.794468 -0.343800 -1.960674 0.701 0.031 -0.048
H -0.919054 -0.884710 2.139827 0.053 -0.569 0.626
H 2.897755 -2.341842 -1.306856 2.623 -0.570 -0.535
H -2.500180 -1.769005 -1.335164 2.316 0.732 0.380

---

14
Properties=species:S:1:pos:R:3:forces:R:3 method="wB97M-V/def2-TZVPD" largest_force_ev_per_a=0.36 total_charge=0 gap_ev=8.767 homo_ev=-8.425
H 0.690363 0.833178 0.867048 0.248 0.009 0.007
O -2.213663 1.257609 -0.839668 0.334 -0.049 -0.044
H 2.141243 0.060573 1.427507 -0.008 0.163 -0.134
H 1.503657 0.432758 -1.357537 -0.091 -0.073 0.127
H -0.500158 -1.533032 1.317647 -0.068 0.088 -0.117
C 1.108656 -0.136874 -0.516885 -0.123 -0.040 -0.140
C -0.269939 0.083924 -0.133594 -0.132 -0.120 -0.308
H 1.532910 -1.139404 -0.447503 -0.084 0.159 0.024
H -1.962977 -0.585694 0.991090 0.126 -0.080 -0.049
C -1.008222 1.083872 -0.885221 -0.073 0.035 0.090
H -1.412758 -1.775620 -0.183553 0.059 0.123 0.085
H -0.371068 1.748214 -1.520943 -0.101 -0.077 0.066
O 1.831082 0.688098 0.748287 -0.052 -0.107 0.304
C -1.069122 -1.017597 0.533323 -0.035 -0.031 0.090

---

14
Properties=species:S:1:pos:R:3:forces:R:3 method="wB97M-V/def2-TZVPD" largest_force_ev_per_a=4.41 smiles="C=NC.NC=O" total_charge=0 gap_ev=10.004 homo_ev=-9.052
C -0.417512 1.739223 0.323861 0.058 0.400 0.000
C 0.596463 0.642515 -1.472694 -3.280 2.224 -0.452
C 0.104143 -1.327010 0.173841 3.934 -1.988 -0.098
H 0.528115 0.011459 -2.352675 0.179 -0.642 0.274
H -1.431140 1.978837 0.647625 0.105 0.072 0.079
H 0.137225 1.295936 1.161425 -0.167 0.043 -0.089
O 1.277326 -0.845830 0.185148 -2.763 -0.905 0.388
N -0.309076 -2.109982 1.185994 -0.453 0.407 0.445
H -1.132076 -2.680253 1.095942 -0.060 0.196 0.109
H 1.360318 1.421650 -1.570098 0.385 -0.360 0.773
N -0.491053 0.799785 -0.769465 2.007 -0.056 -1.489
H -0.503549 -1.515212 -0.718150 0.065 0.728 0.072
H 0.099652 2.666241 0.043309 -0.027 -0.015 0.076
H 0.181164 -2.077360 2.065936 0.018 -0.104 -0.088

---

17
Properties=species:S:1:pos:R:3:forces:R:3 method="wB97M-V/def2-TZVPD" largest_force_ev_per_a=1.63 total_charge=+5 gap_ev=2.396 homo_ev=-20.722
Na -15.888911 12.708142 2.883129 0.429 0.046 -0.303
O -20.373847 12.137312 -0.040415 0.410 -0.722 1.127
C -18.843765 12.295744 3.310280 -0.379 -0.282 -0.690
Na -22.128803 10.920535 4.406645 -0.665 -0.415 0.516
Na -18.205946 13.803380 0.514912 -0.481 0.055 -1.422
Na -18.147837 10.445436 5.779420 0.089 -0.674 0.587
O -18.065615 12.995201 4.073979 0.046 -0.163 0.494
O -20.071413 12.019483 3.684464 -0.471 0.443 0.690
Na -21.459018 13.445946 2.197095 -0.588 0.611 -1.397
O -21.804675 13.789464 -0.223418 -0.071 -0.168 0.530
O -18.456870 11.837523 2.181214 0.896 -0.056 0.771
Na -20.633368 10.314318 1.651527 -0.109 0.399 -1.513
Na -16.880652 13.875826 5.996602 0.614 0.622 0.383
O -19.903876 13.886589 -1.287943 0.313 -0.416 0.345
Na -17.637897 9.414528 2.165822 0.515 -0.510 -0.615
Na -20.146325 13.703906 5.758063 -0.377 0.365 0.084
C -20.728166 13.253143 -0.587130 -0.170 0.864 0.412

---

What are the calculated total energy values for these records? In order: -4342.1016, -112058.2502, -13669.9175, -8369.5448, -8266.5200, -54053.2036 eV.